Record 1
Entry from OMol25: C27H26FNOOsSiTe as an isolated structure at a distorted geometry (ωB97M-V/def2-TZVPD).

The calculation puts the LUMO energy (alpha / beta) at -6.2 / -8.6 eV. The calculation puts the molecular weight at 745.4 g mol⁻¹. Its spin multiplicity is 5. The expectation value of S² is 6.03. The gap between HOMO and LUMO (alpha / beta) comes out at 7.7422 / 5.3700 eV. Its charge is +2.

```
59
C27H26FNOOsSiTe (ωB97M-V/def2-TZVPD)
Os 11.06 13.72 8.66
Te 8.49 14.72 8.71
Si 14.03 14.02 8.73
F 11.13 15.01 10.06
O 12.66 12.92 9.02
N 10.39 12.16 7.64
C 15.97 11.36 6.35
C 10.93 16.54 6.24
C 11.26 15.25 5.90
C 8.71 16.76 9.09
C 7.67 14.75 6.78
C 8.20 7.56 7.05
C 14.79 14.46 10.36
C 7.51 8.59 7.78
C 16.13 13.67 12.13
C 10.13 8.83 6.59
C 10.07 11.09 7.42
C 9.48 9.85 7.28
C 9.51 7.63 6.48
C 16.05 13.98 7.10
C 15.64 13.53 10.87
C 12.93 15.25 7.72
C 17.01 13.51 6.14
C 11.66 17.25 7.28
C 14.81 15.69 12.38
C 16.92 12.18 5.77
C 8.19 9.76 7.88
C 15.01 13.18 7.51
C 14.96 11.85 7.20
C 15.73 14.77 12.89
C 12.27 14.61 6.62
C 12.61 16.60 8.03
C 14.30 15.54 11.12
H 13.49 16.17 10.78
H 16.17 15.05 7.48
H 8.10 16.92 9.99
H 15.98 12.75 10.25
H 9.78 16.89 9.16
H 7.85 10.62 8.43
H 6.52 8.43 8.20
H 10.79 14.75 5.09
H 7.73 6.60 6.96
H 15.90 10.29 6.12
H 6.62 15.00 6.78
H 12.60 13.58 6.40
H 7.86 13.82 6.30
H 17.66 11.81 5.01
H 16.06 14.85 13.93
H 8.34 17.32 8.25
H 11.13 9.01 6.30
H 14.46 16.50 13.01
H 16.91 12.95 12.45
H 8.22 15.49 6.19
H 9.85 6.77 5.90
H 14.27 11.17 7.68
H 13.21 16.96 8.86
H 10.28 17.14 5.65
H 17.82 14.11 5.86
H 11.48 18.26 7.42
```

***

Record 2
Entry from OMol25: a 6-piece molecular cluster, CH11O7 overall at a distorted geometry (ωB97M-V/def2-TZVPD).

The calculation puts the LUMO energy at 3.6 eV. The calculation puts the molecular weight at 135.1 g mol⁻¹. Its spin multiplicity is 1. The gap between HOMO and LUMO comes out at 9.4743 eV. The relative energy (zero: lowest compared OMol25 entry of this formula, charge and spin) comes out at 1.316 eV. Its charge is -1.

```
19
CH11O7 (ωB97M-V/def2-TZVPD)
O 0.90 -1.89 -1.89
O 0.09 2.48 0.19
O 1.36 -0.37 1.12
O -0.79 0.38 1.40
O -1.19 -0.12 -1.54
O 2.20 1.08 -0.91
O -3.11 -0.89 1.02
C 0.27 -0.29 1.69
H -0.57 1.79 0.37
H 3.12 1.39 -0.86
H 2.22 0.32 -0.31
H -0.76 0.49 -0.91
H 1.02 2.18 0.28
H -3.38 -1.06 0.17
H -1.39 -0.78 -0.81
H -2.31 -0.37 1.23
H 0.18 -0.83 2.70
H 0.35 -1.46 -1.25
H 1.78 -2.03 -1.71
```

***

Record 3
Entry from OMol25: C30H86CoN8O19Rb as an isolated structure at a distorted geometry (ωB97M-V/def2-TZVPD).

The calculation puts the LUMO energy (alpha / beta) at 1.3 / 1.3 eV. The calculation puts the molecular weight at 1007.5 g mol⁻¹. Its spin multiplicity is 4. The expectation value of S² is 3.76. The gap between HOMO and LUMO (alpha / beta) comes out at 4.2221 / 4.1526 eV. Its charge is -1.

```
145
C30H86CoN8O19Rb (ωB97M-V/def2-TZVPD)
Rb -0.33 0.94 0.64
Co 1.52 2.32 -2.58
O -0.55 2.81 -2.39
O 1.60 3.02 -0.55
O -2.72 2.52 1.63
O 2.41 4.52 -3.14
O 1.67 -0.86 -0.07
O 9.72 -2.11 -2.60
O 3.21 1.44 1.44
O -0.03 -4.16 -1.46
O 3.68 -1.32 -2.12
O -0.59 -1.94 4.22
O 4.63 -1.91 1.41
O -4.96 -5.51 -0.14
O -7.44 0.20 -0.14
O -4.91 0.34 -4.12
O -0.61 5.22 -0.06
O 2.69 4.52 3.91
O -1.45 -1.56 1.79
O 1.10 2.56 -4.92
O 0.96 0.19 -2.78
N -2.27 -4.23 0.80
N 6.72 -2.08 -0.52
N -2.41 2.62 -3.62
N -2.61 3.54 -1.74
N -4.66 -0.04 -0.64
N 0.34 -3.50 5.45
N 1.52 -1.65 4.96
N 0.21 3.03 2.67
C -3.87 -0.14 -1.85
C 2.49 5.15 -1.85
C -4.11 2.39 1.54
C -4.57 -4.90 1.08
C 0.91 2.76 3.90
C 1.64 3.93 4.60
C 5.36 -0.81 0.98
C -1.09 3.78 2.89
C -7.04 -1.12 -0.51
C -5.81 1.41 -3.65
C -1.76 2.98 -2.59
C -4.86 -4.64 -1.28
C -4.54 -0.61 -3.19
C 9.16 -1.70 -1.31
C 2.54 4.07 -0.63
C 0.14 -3.85 -0.05
C -8.87 0.23 -0.07
C -5.50 -1.21 -0.22
C 3.94 -1.70 2.60
C 10.54 -1.01 -3.14
C 6.83 -1.25 0.65
C -3.15 -5.15 1.57
C 8.06 -2.68 -0.81
C 2.31 5.49 2.94
C 0.42 -3.03 -2.15
C 0.40 -2.31 4.89
C 0.65 1.24 -5.16
C 0.44 0.07 -4.10
C -0.92 -4.70 0.81
C -2.25 2.82 2.89
H 7.84 -3.42 -1.58
H -3.14 -4.92 2.64
H -4.83 -3.85 1.22
H -2.01 1.83 3.30
H -9.19 1.25 0.16
H -0.38 -4.10 5.08
H 0.38 -3.11 -3.23
H 2.82 -1.07 -2.46
H -2.65 -4.20 -0.13
H -6.66 1.03 -3.09
H -0.28 1.27 -5.74
H 2.21 -1.88 5.66
H 1.48 -2.85 -1.98
H -3.36 2.90 -3.81
H 1.12 -3.93 5.94
H -5.29 1.96 -2.86
H 2.05 3.52 5.53
H -0.13 -2.12 -1.92
H 8.38 -3.26 0.05
H 1.17 -4.12 0.16
H -4.88 -5.18 -2.23
H -0.99 4.41 3.78
H 2.68 1.90 0.79
H -2.98 -6.23 1.48
H -3.59 3.30 -1.81
H -6.16 2.04 -4.47
H 1.46 -0.74 4.53
H -9.23 -0.01 -1.07
H -5.47 -1.41 0.85
H 3.29 -2.56 2.75
H 1.47 -0.74 -1.00
H 3.19 -0.90 2.53
H 4.58 -1.60 3.47
H -1.30 4.52 2.12
H 10.08 -1.76 -0.74
H -1.74 -2.46 1.61
H 0.80 -0.87 -4.51
H -5.07 -2.08 -0.73
H 4.92 -0.48 0.04
H -7.37 -1.44 -1.50
H 0.25 2.30 4.63
H 10.81 -1.17 -4.18
H -0.64 -0.02 -3.93
H 5.38 0.03 1.68
H -2.04 1.89 -4.22
H 2.62 -0.93 -0.04
H 5.94 -2.71 -0.42
H 7.16 -1.85 1.50
H 8.84 -0.66 -1.18
H -3.93 -1.39 -3.64
H 1.90 6.38 3.42
H -3.53 0.87 -2.11
H -4.66 3.22 1.98
H 10.00 -0.06 -3.21
H 1.59 5.19 2.18
H -4.39 2.33 0.49
H 0.04 -2.78 0.13
H -0.03 4.49 -0.31
H 3.66 2.13 1.92
H 1.25 0.80 -5.96
H -3.07 3.14 3.53
H 3.52 3.60 -0.53
H 7.55 -0.44 0.55
H -9.29 -0.42 0.70
H 0.77 3.52 1.98
H -7.49 -1.80 0.21
H 1.76 5.93 -1.63
H -5.05 -5.54 1.82
H 1.70 2.03 3.68
H -0.58 -4.48 1.82
H 4.25 -1.31 -2.88
H 0.92 4.64 5.01
H 2.52 4.66 0.28
H 3.35 5.80 -1.70
H -1.13 -1.59 2.69
H -0.98 -5.73 0.46
H -0.57 5.82 -0.81
H 11.39 -0.89 -2.46
H -5.24 0.77 -0.77
H -2.96 -0.67 -1.57
H -5.40 -1.25 -2.99
H -4.51 1.45 1.92
H -3.96 -4.03 -1.25
H -2.31 3.83 -0.82
H -5.75 -4.00 -1.31
H 3.18 5.81 2.37
```

***

Record 4
Entry from OMol25: one molecule with the formula C2H3ClF2O2S at a distorted geometry (ωB97M-V/def2-TZVPD).

The calculation puts the LUMO energy at 0.0 eV. The calculation puts the molecular weight at 164.6 g mol⁻¹. Its spin multiplicity is 1. The gap between HOMO and LUMO comes out at 11.7642 eV. As for the SMILES: O=S(=O)(Cl)[C@H](F)CF. The relative energy (zero: lowest compared OMol25 entry of this formula, charge and spin) comes out at 0.285 eV.

```
11
C2H3ClF2O2S (ωB97M-V/def2-TZVPD)
Cl -2.55 -1.54 -0.51
S -1.26 0.01 -0.41
F 0.22 -1.57 1.14
F 1.69 1.30 -0.61
O -1.75 0.93 0.60
O -1.05 0.49 -1.74
C 1.22 0.67 0.51
C 0.35 -0.69 0.03
H 2.10 0.24 0.90
H 0.68 -1.00 -0.97
H 0.35 1.17 1.06
```